ORCA calculation (ωB97M-V/def2-TZVPD) on a structure of composition C67H64N4P3RuSi in a non-equilibrium geometry.

Properties
Spin multiplicity: 2
Orbital gap (spin up / spin down) (eV): 6.110 / 6.174
Charge: +2
Total energy (eV): -114792.04299

Last column: Löwdin charge in e.
CARTESIAN COORDINATES (ANGSTROEM)
H1 2.463 -4.129 3.446  0.12
C1 -0.355 -0.493 -3.962  -0.19
C2 -3.164 -5.564 -1.665  -0.05
H2 -6.262 -1.871 2.480  0.12
C3 -0.283 -3.281 5.236  -0.05
C4 1.372 2.158 -2.061  -0.42
C5 -1.492 2.797 0.382  -0.29
C6 0.480 2.348 3.183  -0.09
H3 2.702 -0.368 1.572  0.03
H4 0.962 4.349 3.774  0.12
H5 -2.794 -3.977 3.867  0.11
C7 -4.311 1.596 -1.444  -0.07
H6 0.099 6.343 0.742  0.12
C8 3.425 4.016 0.031  -0.01
H7 2.219 -0.421 4.092  0.10
C9 2.268 1.316 -2.731  -0.11
C10 0.354 -1.583 -4.499  -0.04
C11 -2.169 0.599 4.395  -0.07
C12 -3.094 -4.398 -0.907  -0.06
H8 -5.806 -0.411 -3.734  0.12
H9 -4.735 1.667 1.707  0.11
C13 6.116 3.929 0.294  -0.08
C14 -1.705 5.166 0.887  -0.04
C15 -3.417 0.680 -0.888  -0.32
H10 -3.759 -6.395 -1.309  0.12
C16 -4.264 -1.036 -2.378  -0.05
P1 -0.291 -0.236 2.454  1.07
C17 2.714 1.584 4.640  -0.06
H11 -4.327 2.627 -1.098  0.11
C18 -4.022 1.339 2.460  -0.07
H12 -1.123 -2.584 -2.955  0.05
H13 0.542 -2.268 -1.945  0.02
C19 -5.175 1.199 -2.463  -0.05
C20 5.554 4.249 -0.940  -0.08
C21 -5.225 -2.162 2.353  -0.05
P2 0.818 1.621 -0.451  1.12
N1 1.642 -2.427 -0.207  -0.25
C22 1.178 -2.455 3.046  -0.16
Ru1 -0.246 -0.427 -0.090  0.50
H14 -1.538 -3.215 1.893  0.10
C23 -4.350 1.430 3.802  -0.04
C24 0.046 -1.742 3.411  -0.36
H15 5.753 3.418 2.352  0.11
H16 3.359 -3.617 -0.299  0.13
Si1 -2.096 1.017 0.378  0.53
H17 -1.216 -4.643 -4.280  0.11
C25 -0.148 3.024 0.096  -0.47
H18 5.837 0.544 -0.123  0.10
H19 -5.143 -3.260 4.197  0.12
H20 3.716 4.544 -2.044  0.10
H21 1.035 4.543 -4.452  0.12
H22 5.160 0.241 -1.734  0.09
H23 3.275 3.536 2.125  0.08
C26 -1.252 1.099 -2.799  -0.23
H24 6.189 4.478 -1.787  0.11
H25 1.165 -4.854 5.432  0.12
C27 1.943 0.621 3.996  -0.08
C28 0.815 0.993 3.266  -0.32
C29 2.685 1.609 -4.019  -0.04
H26 -5.869 1.912 -2.894  0.11
H27 3.359 0.938 -4.537  0.12
H28 0.874 -2.292 -3.888  0.08
C30 -2.341 -3.318 -1.365  -0.36
C31 1.247 3.305 3.831  -0.07
H29 1.501 4.354 0.041  0.06
C32 -0.944 0.401 -4.861  -0.18
H30 3.603 1.131 1.387  0.06
H31 -3.638 1.213 5.822  0.12
C33 -0.226 -0.831 -6.739  -0.06
H32 3.579 1.278 5.216  0.12
C34 -4.536 -1.775 1.211  -0.07
H33 -0.403 2.660 2.641  0.09
C35 1.576 -2.269 -1.653  -0.15
H34 -0.859 -3.597 6.097  0.12
C36 3.075 -2.647 0.131  -0.18
H35 1.746 -2.110 2.202  0.04
H36 2.081 -3.102 -2.172  0.12
C37 1.583 -3.577 3.755  -0.06
N2 -0.594 -0.023 -2.628  0.08
H37 1.322 -4.512 -0.486  0.11
H38 5.060 -1.956 0.105  0.14
C38 -3.408 1.086 4.771  -0.04
H39 -0.171 -0.991 -7.807  0.11
C39 -5.141 -0.107 -2.936  -0.05
C40 -2.572 -2.912 2.020  -0.11
C41 5.309 3.655 1.393  -0.07
C42 4.916 0.582 -0.725  -0.08
C43 0.925 -3.680 0.109  -0.08
H40 -2.547 -6.568 -3.458  0.12
H41 4.267 -1.803 -1.459  0.12
C44 0.400 -1.735 -5.870  -0.06
H42 2.040 -1.338 -1.959  0.06
H43 -1.995 2.210 -4.407  0.18
H44 -1.576 1.758 -2.013  0.09
C45 -1.671 -3.422 -2.579  -0.11
C46 -0.904 0.260 -6.245  0.00
H45 1.037 -3.930 1.157  0.07
H46 3.171 -2.748 1.209  0.10
C47 4.168 4.295 -1.089  -0.10
C48 1.371 3.632 -3.973  -0.06
H47 -1.421 0.395 5.153  0.12
C49 -3.201 -2.136 1.047  -0.38
H48 -0.131 -3.583 -0.116  0.05
H49 -1.373 0.984 -6.900  0.12
C50 0.853 -3.986 4.864  -0.05
N3 3.852 -0.248 -0.162  -0.27
N4 -1.504 1.395 -4.079  0.18
C51 -1.738 -4.583 -3.332  -0.05
H50 2.561 3.003 -5.648  0.12
H51 -5.047 -1.200 0.450  0.11
C52 -1.879 0.421 3.037  -0.37
H52 -5.323 1.803 4.101  0.12
C53 -3.422 -0.638 -1.351  -0.39
H53 0.251 4.005 -2.196  0.11
C54 0.428 4.287 0.229  -0.10
H54 2.645 0.437 -2.223  0.06
H55 2.960 3.671 5.076  0.12
H56 -1.611 -1.670 4.794  0.09
P3 -2.274 -1.738 -0.464  1.03
C55 -2.773 0.836 2.075  -0.30
C56 4.117 -1.656 -0.387  -0.20
H57 -3.633 -4.341 0.028  0.11
H58 4.594 1.624 -0.780  0.06
H59 0.940 -2.576 -6.287  0.11
H60 -4.250 -2.058 -2.742  0.12
C57 2.366 2.924 4.562  -0.08
H61 -3.315 3.762 1.028  0.11
H62 -2.322 6.005 1.184  0.12
H63 4.455 -0.347 1.879  0.11
C58 3.919 3.710 1.271  -0.11
C59 3.646 0.050 1.240  -0.11
C60 0.934 3.331 -2.694  -0.09
C61 -2.266 3.897 0.781  -0.06
C62 -0.698 -2.173 4.508  -0.09
C63 -2.485 -5.660 -2.872  -0.05
C64 -0.345 5.361 0.630  -0.03
H64 7.193 3.914 0.403  0.11
C65 -4.598 -2.943 3.316  -0.05
C66 -3.275 -3.334 3.139  -0.06
C67 2.234 2.768 -4.642  -0.04